Record 1
{
  "formula": "C39H32IrNO2Se",
  "method": "ωB97M-V with the def2-TZVPD basis set",
  "orbital_gap_ev": [6.96, 6.30],
  "homo_energy_ha": [-0.4156, -0.4157],
  "relative_energy_kcal_mol": 0.0,
  "charge": 1,
  "lumo_ev": [-4.3, -5.0],
  "s2": 0.767,
  "e_tot_ev": -114726.201,
  "multiplicity": 2,
  "symbols": ["C", "C", "H", "H", "C", "H", "C", "H", "C", "C", "H", "C", "C", "C", "H", "C", "H", "O", "H", "Ir", "C", "C", "H", "H", "C", "C", "H", "H", "H", "H", "C", "H", "C", "H", "H", "Se", "C", "C", "C", "H", "C", "C", "H", "H", "C", "H", "H", "C", "C", "H", "H", "C", "C", "H", "C", "H", "C", "H", "H", "H", "H", "C", "C", "C", "H", "C", "O", "N", "C", "C", "C", "C", "C", "C", "H", "C"],
  "positions_angstrom": [[-6.45249, -0.30551, -0.06658], [-0.29307, -4.67691, -1.25669], [-0.38320, -8.05264, -1.18000], [4.52920, 1.47441, 2.07257], [0.00320, -4.45161, 0.09458], [-7.40695, -0.04742, 0.37271], [2.38877, 1.90015, 0.80513], [1.24660, 0.93709, -4.47770], [6.14448, 0.11011, 1.81489], [3.06594, 2.02232, -4.16000], [4.17687, -1.28966, -1.18450], [-3.24956, 2.09129, 4.37425], [-0.04373, 4.58002, -0.19592], [6.66597, -0.94073, 1.08149], [-2.87746, 0.06733, 4.98145], [4.04773, 2.36118, -3.23748], [-0.65891, -6.16328, -2.74753], [1.91504, -0.34854, 0.19665], [6.69151, 0.50906, 2.65880], [0.06727, -0.24070, 0.26688], [-0.27432, -7.03763, -0.82208], [3.95887, 1.91283, -1.93094], [-3.62633, 3.99531, 3.46277], [2.21554, 1.55572, 1.82964], [-5.29146, 0.27431, 0.42895], [-0.43031, -5.97452, -1.70749], [6.35019, -2.27286, -0.57354], [7.62111, -1.37084, 1.35170], [-0.07335, 5.65659, -0.29553], [-0.41071, -3.83843, -1.92909], [4.20640, 0.17332, 0.38297], [4.89375, 2.96410, -3.53980], [0.16193, -5.51695, 0.98707], [0.14091, -7.64187, 1.19657], [-3.32341, 3.17677, 1.17919], [0.21110, -2.74218, 0.80753], [-1.17113, 3.81736, -0.41826], [-2.78011, 0.28653, 2.85581], [-4.00074, -0.97414, -1.16228], [0.39264, -5.32020, 2.02518], [1.91353, 0.78271, -2.44760], [4.73189, -0.89452, -0.34189], [4.74240, 2.16541, -1.22620], [-7.29674, -1.66201, -1.49590], [-2.75996, 0.58921, 0.36262], [3.18096, 2.64539, 0.82912], [-3.04149, -1.25422, -1.58097], [-3.19728, 2.48739, 2.00321], [1.12331, 3.93360, 0.15806], [-5.35564, 0.97527, 1.25071], [-5.10161, -2.26749, -2.46516], [-1.11263, 2.43859, -0.30446], [-2.31875, 1.62643, -0.67931], [2.03791, 4.48402, 0.32423], [5.95085, -1.44891, 0.00297], [-3.38949, 2.45528, 5.38327], [-2.95487, 0.75347, 4.14842], [-2.56634, -0.76041, 2.68441], [1.08536, 0.14272, -2.17320], [3.13644, 2.36722, -5.18283], [-2.10933, 4.27764, -0.69379], [2.84282, 0.70830, -0.04395], [-5.15901, -1.55216, -1.65519], [2.00474, 1.22812, -3.76213], [-2.09178, 1.06930, -1.59370], [-6.39065, -1.21356, -1.11094], [-1.76542, -0.44160, 0.38633], [0.02863, 1.81930, 0.06913], [-3.37562, 2.95550, 3.29884], [2.88369, 1.12601, -1.51761], [-2.89153, 1.15204, 1.77045], [1.13648, 2.55821, 0.30755], [0.02052, -6.80919, 0.51732], [4.91499, 0.66263, 1.47049], [-3.14603, 2.29336, -0.91407], [-4.05815, -0.05226, -0.11960]],
  "atomic_forces_ev_per_a": [[0.0, 0.0, 0.0], [0.0, -0.1, 0.1], [0.0, 0.0, 0.0], [0.0, 0.0, 0.0], [-0.2, 0.5, -0.8], [0.0, 0.0, 0.0], [0.0, -0.1, 0.0], [0.0, 0.0, 0.0], [0.0, 0.0, 0.0], [0.0, 0.0, 0.0], [0.0, 0.0, 0.0], [0.0, 0.0, 0.0], [0.0, 0.0, 0.0], [0.0, 0.0, 0.0], [0.0, 0.0, 0.0], [0.0, 0.0, 0.0], [0.0, 0.0, 0.0], [-0.1, 0.0, -0.6], [0.0, 0.0, 0.0], [-0.1, -0.8, -0.5], [0.0, 0.0, 0.0], [0.0, 0.1, 0.0], [0.0, 0.0, 0.0], [0.1, 0.0, 0.0], [0.0, 0.0, 0.0], [0.0, 0.0, 0.0], [0.0, 0.0, 0.0], [0.0, 0.0, 0.0], [0.0, 0.0, 0.0], [0.0, 0.0, 0.0], [-0.1, -0.1, 0.1], [0.0, 0.0, 0.0], [0.0, 0.0, 0.0], [0.0, 0.0, 0.0], [0.0, 0.0, 0.0], [0.4, 0.2, 1.4], [0.0, 0.0, 0.0], [0.0, 0.0, 0.0], [0.0, 0.0, 0.0], [0.0, 0.0, 0.0], [0.0, 0.0, 0.0], [0.0, 0.0, 0.0], [0.0, 0.0, 0.0], [0.0, 0.0, 0.0], [-0.1, 0.2, -0.1], [0.0, 0.1, 0.0], [0.0, 0.0, 0.0], [0.0, 0.0, 0.0], [0.0, 0.0, -0.1], [0.0, 0.0, 0.0], [0.0, 0.0, 0.0], [0.0, 0.0, -0.2], [0.1, -0.1, 0.1], [0.0, 0.0, 0.0], [0.0, 0.0, 0.0], [0.0, 0.0, 0.0], [0.0, 0.0, 0.0], [0.0, 0.0, 0.0], [0.0, 0.0, 0.0], [0.0, 0.0, 0.0], [0.0, 0.0, 0.0], [0.1, 0.2, 0.3], [0.0, 0.0, 0.0], [0.0, 0.0, 0.0], [-0.1, 0.0, 0.0], [0.0, 0.0, 0.0], [0.0, 0.1, 0.2], [-0.1, 0.1, 0.2], [0.0, 0.0, 0.0], [0.1, -0.1, 0.0], [0.0, -0.1, 0.0], [0.0, 0.1, 0.1], [0.0, 0.0, 0.0], [0.0, 0.0, 0.0], [0.0, 0.0, 0.0], [0.1, -0.1, 0.0]]
}

---

Record 2
{
  "formula": "C39H33AsErN5S",
  "method": "ωB97M-V with the def2-TZVPD basis set",
  "orbital_gap_ev": [7.31, 7.32],
  "homo_energy_ha": [-0.4982, -0.4983],
  "charge": 2,
  "lumo_ev": [-6.2, -6.2],
  "s2": 3.753,
  "e_tot_ev": -147710.896,
  "multiplicity": 4,
  "symbols": ["C", "H", "H", "C", "C", "H", "C", "C", "H", "H", "H", "H", "H", "C", "C", "H", "N", "H", "C", "H", "H", "H", "C", "H", "H", "H", "S", "C", "C", "C", "H", "C", "Er", "C", "H", "C", "C", "H", "C", "C", "C", "H", "C", "C", "H", "C", "H", "C", "H", "C", "C", "C", "N", "C", "C", "C", "H", "N", "H", "N", "C", "N", "H", "H", "H", "H", "C", "C", "C", "As", "C", "C", "H", "C", "C", "H", "C", "C", "H", "H"],
  "positions_angstrom": [[-0.65919, -5.10085, -0.20299], [2.06351, -2.14693, 2.85743], [1.07487, 4.37276, 1.02482], [1.42982, 4.31729, 4.36324], [-2.55500, 2.13912, 1.02623], [-6.25071, 3.20838, 0.63481], [0.74065, -4.84204, -0.03286], [1.98023, -1.18982, -3.71882], [-0.03716, -3.53174, 3.12740], [1.10653, -1.80505, -3.63964], [0.24865, 3.11317, 5.70010], [2.30941, 5.47064, 2.75521], [5.13843, -0.09417, 0.05387], [-1.70566, 0.43555, -2.39756], [3.55014, 1.47254, -1.41407], [-3.34332, 1.21400, -3.41271], [3.24881, 0.81049, -0.10867], [1.83120, 4.98758, 5.12378], [-1.43662, -4.02209, -0.75482], [-1.00483, -6.08951, -0.15685], [5.19540, 0.98211, -3.60453], [-4.71845, 4.71927, 1.74413], [-2.93580, -1.90212, -2.11798], [4.57418, 2.16875, 0.80135], [-1.22110, 1.45133, -2.46395], [2.83776, 2.29797, -1.47629], [-4.91602, -5.05358, -1.90138], [-3.53699, -3.20415, -1.90795], [-1.55738, -0.76837, 1.91438], [4.12127, -0.35804, 0.16488], [2.81069, -1.81752, -5.60424], [0.18504, 2.88427, 2.37554], [1.02233, -0.16409, -0.67901], [-1.33634, -2.06349, 2.32710], [2.81549, 2.67989, 0.80257], [3.29672, 0.54207, -2.61013], [-4.30583, 3.73550, 1.31673], [-5.64891, 1.13091, -0.26479], [2.87448, -1.18953, -4.76944], [-0.10001, -2.48933, 2.73685], [-3.63494, -0.86864, -2.75399], [1.76439, 0.15711, 1.86222], [-0.87555, -2.81484, -0.98017], [-5.20160, 2.92573, 0.69814], [3.35840, 1.50368, 1.91336], [4.30989, 0.37745, -3.60758], [4.53494, 1.87254, -1.43392], [-2.95139, 3.40592, 1.44352], [3.98569, -0.73672, 1.19033], [-0.07695, 2.56151, 3.72614], [-0.40341, -0.01938, 1.79863], [-3.50724, 1.35260, 0.34359], [-4.75000, -3.51762, -2.34790], [2.13967, -0.29228, -2.63706], [-1.61492, -1.70450, -1.62203], [0.90214, -0.46469, 2.03341], [-2.53411, -0.37308, 1.70193], [0.42102, -2.55892, -0.61559], [-3.20994, 0.42013, -0.15650], [-3.45565, -5.34854, -1.21733], [-4.81727, 1.70150, 0.18228], [-1.04362, -0.55263, -1.80985], [-4.69413, -1.15444, -3.02288], [3.93832, -1.18801, -0.52030], [2.27278, -3.31798, -0.04757], [-0.81536, 1.78494, 3.91017], [-3.01644, 0.34238, -2.91834], [1.02363, 3.92889, 2.00532], [0.52763, 3.29405, 4.71960], [-0.64063, 1.76154, 0.96247], [-2.81439, -4.19422, -1.20819], [1.24449, -3.56332, -0.25194], [4.92303, -0.72243, -5.36440], [1.09935, -1.75706, 2.61412], [1.67202, 4.62558, 3.04254], [1.46238, -5.67967, 0.15763], [4.11951, -0.55746, -4.64547], [3.53014, 1.80585, 0.90809], [-2.08760, -2.85236, 2.36677], [-2.27059, 4.11625, 1.96902]],
  "atomic_forces_ev_per_a": [[2.6, 2.9, -1.2], [0.4, -0.2, 0.2], [0.1, -0.5, -0.4], [-0.4, 0.2, 0.6], [-0.1, 0.4, -0.9], [0.2, 0.1, 0.0], [-1.0, -1.6, -0.3], [0.1, 1.5, 0.8], [0.0, 0.9, -0.3], [-0.3, -0.5, -0.7], [-0.2, -0.2, 1.9], [-0.2, -0.3, 0.4], [1.3, 0.4, -0.1], [-0.4, 1.6, -0.7], [-1.6, -1.1, -1.0], [-1.0, 0.6, -0.4], [0.0, -0.6, 0.0], [0.1, -0.4, -0.1], [-0.8, -2.7, 0.6], [-0.8, -1.1, 0.3], [0.4, 0.1, 0.2], [1.0, -1.5, -0.7], [0.7, 0.0, 0.6], [-0.5, -0.1, 0.2], [-0.2, -1.3, 0.1], [0.1, 0.3, 0.1], [0.3, -1.1, 0.0], [0.4, 1.6, 0.0], [0.9, -0.8, 0.3], [-1.0, -0.6, 0.1], [-0.6, -1.0, -1.0], [-0.5, -0.5, -0.6], [-0.1, -0.5, 0.1], [-0.8, -1.0, 0.3], [1.0, -0.9, -0.2], [0.9, -1.0, -0.9], [0.0, 2.8, 1.2], [1.1, -0.2, 0.0], [1.5, -0.4, 0.9], [2.1, -1.8, 0.7], [-1.4, -1.0, 0.0], [0.2, 0.5, 0.1], [1.8, 1.9, 0.4], [-1.2, -0.3, -0.1], [0.1, -0.8, 0.8], [-1.4, -0.6, 0.3], [1.0, 0.3, 0.1], [0.0, 0.3, 1.0], [-0.1, 0.3, -0.2], [0.0, 0.1, -1.3], [-0.3, 1.9, -0.8], [1.1, -1.6, -0.8], [0.9, -0.7, 0.8], [0.9, 0.5, 0.0], [-2.3, -2.2, -0.6], [-0.1, -1.9, 1.2], [-0.1, 0.0, 0.0], [0.5, 0.2, -0.5], [0.1, 0.3, 0.5], [-1.3, 0.1, 0.3], [-1.2, 0.6, 0.2], [1.2, 2.3, 0.4], [1.3, 0.8, 0.0], [-0.1, 0.1, -0.2], [0.2, 0.1, -0.1], [0.2, 0.1, 0.3], [2.0, -0.7, 0.8], [-0.2, 0.4, 1.4], [0.7, 0.7, -1.8], [0.5, 0.5, 0.6], [-0.1, -0.7, -0.8], [-1.9, 0.6, 0.2], [-0.4, 0.1, 0.0], [-2.4, 1.5, -1.2], [0.0, 0.2, -0.9], [-1.0, 0.9, 0.1], [-0.5, 1.4, 0.7], [-0.5, 2.4, -0.4], [-0.3, 0.6, 0.1], [-0.5, -0.7, -0.6]]
}